i | {"formula": "C2H2Br2I2", "method": "wB97M-V/def2-TZVPD", "orbital_gap_ev": 9.097, "species": ["C", "C", "Br", "Br", "I", "I", "H", "H"], "xyz": [[0.8032, -0.4406, -0.3629], [0.2046, 0.6731, -0.7990], [0.7543, -2.0016, -1.5986], [0.5036, 2.3818, -0.1273], [2.1115, -0.5882, 1.2334], [-2.5980, -0.5930, 1.4803], [-1.0958, -0.0540, 1.6235], [-0.6835, 0.6225, -1.4495]], "nbo_charge": [-0.3133, -0.3823, 0.0775, 0.1073, 0.2567, -0.0950, 0.0916, 0.2575]}

ii | {"formula": "C2H2Br2I2", "method": "wB97M-V/def2-TZVPD", "orbital_gap_ev": [7.087, 5.668], "species": ["C", "C", "Br", "Br", "I", "I", "H", "H"], "xyz": [[0.8752, -0.1083, 0.5357], [-0.5081, -0.3693, 0.5253], [-1.5863, -0.0360, 1.9163], [-2.0340, 1.0240, -2.2657], [1.5267, 1.8272, -0.7354], [-1.1124, -1.6697, -1.0194], [1.3345, -0.6921, -0.3254], [1.5045, 0.0243, 1.3685]], "nbo_charge": [-0.5360, -0.3240, 0.2309, -0.2444, -0.0451, 0.4082, 0.2588, 0.2515]}

Which structure is most stable, and how do the rest compare? From most to least stable: i, ii.

i | {"formula": "C21H25BBaF7O21", "method": "wB97M-V/def2-TZVPD", "charge": 1, "orbital_gap_ev": 8.360, "species": ["Ba", "B", "H", "H", "H", "H", "C", "C", "O", "C", "O", "O", "F", "H", "H", "H", "C", "C", "O", "C", "O", "O", "F", "H", "H", "H", "C", "C", "O", "C", "O", "O", "F", "H", "H", "H", "C", "C", "O", "C", "O", "O", "F", "H", "H", "H", "C", "C", "O", "C", "O", "O", "F", "H", "H", "H", "C", "C", "O", "C", "O", "O", "F", "H", "H", "H", "C", "C", "O", "C", "O", "O", "F", "H", "H", "H"], "xyz": [[-0.5280, 0.5560, -1.3717], [-2.4391, 0.3652, -3.2808], [-3.0762, 0.4362, -2.3399], [-1.9600, 1.3879, -3.3760], [-1.7713, -0.5300, -3.1324], [-3.1234, 0.1353, -4.1835], [-2.3872, 0.7244, 4.2036], [-2.5091, 2.2337, 3.8774], [-2.4021, 2.2859, 2.5124], [-2.3989, 1.0170, 1.9548], [-2.3673, 0.7976, 0.7964], [-2.3520, 0.1329, 2.9127], [-1.4630, 2.8623, 4.5288], [-3.2840, 0.3768, 4.7132], [-1.5083, 0.5476, 4.8153], [-3.4221, 2.7127, 4.2275], [-2.7274, 5.7576, 0.1833], [-4.0104, 4.9666, 0.3855], [-3.6309, 3.6493, 0.0370], [-2.4885, 3.6966, -0.6744], [-1.9257, 2.7413, -1.1004], [-1.9841, 4.9354, -0.7138], [-4.9762, 5.2910, -0.5179], [-2.2191, 6.0105, 1.1091], [-2.9981, 6.6435, -0.3924], [-4.3904, 5.0878, 1.3969], [2.3551, -3.8847, 0.8769], [1.1187, -4.4163, 1.6307], [0.0978, -3.5684, 1.1916], [0.6650, -2.3584, 0.9140], [0.0770, -1.3413, 0.7739], [1.9784, -2.5010, 0.7764], [1.3240, -4.2596, 2.9687], [2.4051, -4.3153, -0.1159], [3.2346, -4.0010, 1.4999], [0.9855, -5.4718, 1.3945], [2.4718, 4.4222, 1.9378], [1.1188, 5.1086, 2.1050], [0.2099, 4.0561, 2.0042], [0.7703, 3.0750, 1.2787], [0.2084, 2.1373, 0.7972], [2.0909, 3.2602, 1.1793], [0.9156, 5.9200, 1.0117], [2.8512, 3.9568, 2.8474], [3.1362, 5.1173, 1.4339], [1.0511, 5.7361, 2.9897], [2.3222, -3.6830, -4.6737], [2.7511, -4.3171, -3.3715], [1.8823, -3.6700, -2.4476], [1.3190, -2.5921, -3.0047], [0.6613, -1.8229, -2.3690], [1.6256, -2.5043, -4.2815], [4.0379, -3.9808, -3.0030], [1.6087, -4.3392, -5.1822], [3.0862, -3.4857, -5.4208], [2.6604, -5.3896, -3.1928], [-3.2311, -3.8503, 1.2754], [-3.2908, -4.6138, -0.0670], [-2.6629, -3.7429, -0.9273], [-2.5448, -2.5057, -0.3800], [-2.1107, -1.5741, -0.9582], [-3.0194, -2.4993, 0.8739], [-4.6163, -4.8662, -0.3610], [-2.3521, -4.0919, 1.8783], [-4.1451, -3.9298, 1.8578], [-2.9035, -5.6274, 0.0497], [5.3539, -0.3939, -1.8345], [5.5023, 0.6019, -0.6982], [4.1975, 1.0963, -0.5933], [3.3133, 0.2803, -1.1612], [2.1257, 0.3874, -1.1802], [3.9790, -0.7441, -1.7203], [6.3297, 1.6520, -0.8964], [5.9430, -1.2921, -1.6471], [5.6381, -0.0646, -2.8356], [5.8167, 0.0703, 0.2057]], "lowdin_charge": [2.1361, -0.5526, -0.0582, -0.0888, -0.1287, -0.0308, -0.0147, -0.2964, 0.1258, -0.5366, 0.0968, 0.1133, 0.0368, 0.1398, 0.1417, 0.1695, -0.0409, -0.2814, 0.1534, -0.5288, -0.0322, 0.0997, 0.0805, 0.1361, 0.1483, 0.1693, -0.0120, -0.2947, 0.1366, -0.5395, 0.1079, 0.0900, 0.0775, 0.1227, 0.1462, 0.1742, -0.0153, -0.2785, 0.1451, -0.5282, 0.0472, 0.0901, 0.0617, 0.1487, 0.1485, 0.1758, -0.0312, -0.2477, 0.1182, -0.5558, 0.0639, 0.1310, 0.0488, 0.1501, 0.1510, 0.1742, -0.0362, -0.2934, 0.1667, -0.5299, 0.0117, 0.0883, 0.0476, 0.1267, 0.1433, 0.1693, -0.0371, -0.2996, 0.1652, -0.5311, -0.0034, 0.0822, 0.0961, 0.1418, 0.1510, 0.1772]}

ii | {"formula": "C21H25BBaF7O21", "method": "wB97M-V/def2-TZVPD", "charge": 1, "orbital_gap_ev": 9.963, "species": ["Ba", "B", "H", "H", "H", "H", "C", "C", "O", "C", "O", "O", "F", "H", "H", "H", "C", "C", "O", "C", "O", "O", "F", "H", "H", "H", "C", "C", "O", "C", "O", "O", "F", "H", "H", "H", "C", "C", "O", "C", "O", "O", "F", "H", "H", "H", "C", "C", "O", "C", "O", "O", "F", "H", "H", "H", "C", "C", "O", "C", "O", "O", "F", "H", "H", "H", "C", "C", "O", "C", "O", "O", "F", "H", "H", "H"], "xyz": [[0.9768, 0.7318, -2.4991], [1.2941, -0.7445, -0.1830], [2.2876, -0.9938, -0.7716], [0.3536, -1.1023, -0.7734], [1.3362, -1.2116, 0.9137], [1.2412, 0.4158, -0.1001], [2.0460, 6.3334, -0.4493], [0.7956, 6.1115, 0.3900], [0.4973, 4.7488, 0.1629], [1.2892, 4.2640, -0.7931], [1.2342, 3.1174, -1.1713], [2.1247, 5.1634, -1.2740], [-0.2524, 6.8386, -0.0944], [2.9459, 6.3628, 0.1672], [2.0675, 7.2828, -0.9799], [0.9645, 6.3099, 1.4406], [-1.9588, -2.3572, 0.6705], [-2.8602, -2.2948, 1.8993], [-4.1392, -2.5725, 1.3981], [-4.0451, -3.0336, 0.1089], [-4.9762, -3.3729, -0.5321], [-2.7596, -3.1031, -0.2678], [-2.8638, -1.0128, 2.3922], [-1.0395, -2.9161, 0.8407], [-1.6871, -1.4110, 0.2241], [-2.5770, -2.9588, 2.7121], [3.2110, 0.7407, 2.3154], [1.7430, 0.9317, 2.7621], [1.5800, 2.3564, 2.5747], [2.7020, 2.9139, 2.1094], [2.8732, 4.0863, 1.9746], [3.6105, 1.9906, 1.8068], [1.3895, 0.7434, 4.0481], [3.1137, -0.0866, 1.6158], [3.8804, 0.4494, 3.1245], [1.0850, 0.4214, 2.0628], [-2.3387, 4.1824, 1.5815], [-2.5804, 3.9712, 0.0852], [-1.8254, 2.8452, -0.2400], [-1.4221, 2.2238, 0.9244], [-1.0497, 1.1040, 0.9874], [-1.5376, 3.0647, 1.9536], [-2.1594, 5.0211, -0.6727], [-3.2687, 4.1537, 2.1486], [-1.8472, 5.1230, 1.8217], [-3.6440, 3.8329, -0.1142], [1.3591, -5.2271, -2.8568], [0.2985, -4.9105, -1.8110], [0.1720, -3.5026, -1.9075], [0.8801, -3.0383, -2.9344], [0.9830, -1.8752, -3.2031], [1.4620, -4.0154, -3.6208], [0.8014, -5.1745, -0.5599], [1.1934, -6.1312, -3.4307], [2.3213, -5.3049, -2.3428], [-0.6722, -5.3948, -1.8482], [-4.9922, 0.3096, -1.3899], [-4.8086, 1.1764, -2.6379], [-3.6217, 0.6968, -3.1823], [-2.9098, 0.0890, -2.2072], [-1.7763, -0.2686, -2.3222], [-3.6482, -0.0833, -1.1163], [-4.5443, 2.4695, -2.1977], [-5.5995, -0.5774, -1.5748], [-5.4022, 0.8596, -0.5501], [-5.6439, 1.2412, -3.3230], [3.4217, -4.7595, 1.3679], [3.4127, -3.2207, 1.2561], [4.4257, -2.9376, 0.3335], [4.7921, -4.0760, -0.3180], [5.4371, -4.1195, -1.3012], [4.2572, -5.1620, 0.2873], [3.8384, -2.6885, 2.4548], [2.4377, -5.2115, 1.3052], [3.8676, -5.0262, 2.3266], [2.4472, -2.8016, 1.0031]], "lowdin_charge": [2.0189, -0.5799, -0.0184, -0.0716, 0.0091, -0.1004, -0.0173, -0.2630, 0.1310, -0.5565, -0.0477, 0.1280, 0.0720, 0.1438, 0.1500, 0.1758, -0.0359, -0.2787, 0.1368, -0.5660, 0.1804, 0.0657, 0.0566, 0.1337, 0.1004, 0.1707, -0.0480, -0.2683, 0.1329, -0.5733, 0.1593, 0.1048, 0.0941, 0.0969, 0.1498, 0.0969, -0.0261, -0.3091, 0.1073, -0.5292, 0.1786, 0.0989, 0.0680, 0.1421, 0.1391, 0.1592, -0.0022, -0.2418, 0.1448, -0.5579, -0.0454, 0.1187, 0.0549, 0.1486, 0.1471, 0.1772, -0.0140, -0.2491, 0.1593, -0.5400, 0.0520, 0.0937, 0.0418, 0.1483, 0.1503, 0.1762, -0.0427, -0.2945, 0.1346, -0.5525, 0.1909, 0.0725, 0.0462, 0.1185, 0.1414, 0.1118]}

Which structure is most stable, and how do the rest compare? From most to least stable: ii, i.

i | {"formula": "O5S2", "method": "wB97M-V/def2-TZVPD", "charge": -2, "orbital_gap_ev": 5.886, "smiles": "O=S(=O)=S(=O)([O-])[O-]", "species": ["O", "O", "O", "O", "O", "S", "S"], "xyz": [[-1.0542, 1.4294, 0.9235], [1.0512, 0.2293, 1.6325], [1.0812, -1.3524, -1.4459], [-0.3652, 0.3892, -2.2121], [-1.2202, -0.9814, 1.5154], [0.7192, 0.0716, -1.2757], [-0.2120, 0.2143, 0.8624]], "nbo_charge": [-1.0476, -1.0577, -1.0339, -1.0362, -1.0829, 1.3713, 1.8871]}

ii | {"formula": "O5S2", "method": "wB97M-V/def2-TZVPD", "charge": -2, "orbital_gap_ev": [6.886, 6.261], "species": ["O", "O", "O", "O", "O", "S", "S"], "xyz": [[-0.1890, -2.8121, -0.4853], [0.7921, 0.6676, -1.5082], [-2.1157, -0.3374, 0.2963], [1.8107, 0.5563, 0.7201], [-0.1173, 1.9906, 0.3269], [-0.7590, -0.8128, 0.7118], [0.5782, 0.7478, -0.0616]], "nbo_charge": [-0.9519, -1.0101, -0.9308, -1.0465, -1.0425, 0.8371, 2.1447]}

Which structure is most stable, and how do the rest compare? From most to least stable: i, ii.

i | {"formula": "CH3PS", "method": "wB97M-V/def2-TZVPD", "orbital_gap_ev": 10.098, "smiles": "C#P.S", "species": ["C", "P", "S", "H", "H", "H"], "xyz": [[1.3719, -1.1512, 0.0727], [2.3903, -0.0399, -0.0489], [-1.4688, 0.5345, 0.2181], [-0.8701, 0.7744, -0.9923], [-1.9708, 1.6533, 0.3522], [0.5475, -1.7712, 0.3982]], "nbo_charge": [-0.7919, 0.5640, -0.2685, 0.1553, 0.1150, 0.2260]}

ii | {"formula": "CH3PS", "method": "wB97M-V/def2-TZVPD", "orbital_gap_ev": 7.490, "smiles": "C=[PH]=S", "species": ["C", "P", "S", "H", "H", "H"], "xyz": [[-1.0133, -0.4783, 0.1366], [0.6494, 0.1111, 0.0534], [3.0471, 0.1635, 0.1118], [-1.4380, -1.4558, 0.3627], [0.2771, 1.2257, -0.5135], [-1.5223, 0.4338, -0.1511]], "nbo_charge": [-0.7454, 0.7547, -0.4304, 0.2440, -0.0567, 0.2338]}

Which structure is most stable, and how do the rest compare? From most to least stable: i, ii.

i | {"formula": "C7H28N14O7", "method": "wB97M-V/def2-TZVPD", "charge": 1, "orbital_gap_ev": [8.124, 2.655], "s_squared": 0.757, "spin_multiplicity": 2, "species": ["C", "O", "N", "N", "H", "H", "H", "H", "C", "O", "N", "N", "H", "H", "H", "H", "C", "O", "N", "N", "H", "H", "H", "H", "C", "O", "N", "N", "H", "H", "H", "H", "C", "O", "N", "N", "H", "H", "H", "H", "C", "O", "N", "N", "H", "H", "H", "H", "C", "O", "N", "N", "H", "H", "H", "H"], "xyz": [[-1.7932, -17.8943, -5.5297], [-2.0634, -16.9739, -6.2321], [-0.7693, -18.6029, -5.6864], [-2.4733, -18.1834, -4.4312], [-0.5066, -18.7496, -6.6506], [-0.5858, -19.3751, -5.0618], [-2.0749, -18.8412, -3.7766], [-3.3452, -17.7139, -4.2324], [1.1992, -20.8919, -8.7238], [0.1749, -21.4670, -8.8349], [2.0125, -20.8306, -9.7626], [1.7373, -20.6452, -7.5405], [1.7093, -20.6915, -10.7159], [3.0130, -20.8857, -9.6354], [1.1980, -20.8496, -6.7114], [2.6914, -20.3148, -7.5166], [-2.8149, -20.0145, -1.0290], [-2.0338, -19.2573, -1.6675], [-2.7947, -21.3021, -0.9192], [-3.7741, -19.4828, -0.3960], [-1.9533, -21.7502, -1.2528], [-3.5730, -21.8475, -0.5774], [-3.7426, -18.4755, -0.3295], [-4.5433, -20.0478, -0.0657], [-6.2172, -16.7406, -6.0506], [-7.0653, -16.3011, -5.2289], [-6.3808, -16.9150, -7.3370], [-5.0381, -17.2572, -5.7026], [-5.6388, -17.4136, -7.8072], [-7.2319, -16.6038, -7.7828], [-4.9013, -17.2039, -4.7033], [-4.2583, -17.3794, -6.3327], [-1.1001, -16.1897, -1.3215], [-0.9955, -16.8619, -0.2357], [-0.1546, -15.8595, -2.0992], [-2.2970, -15.8658, -1.8090], [0.7891, -16.2076, -2.0073], [-0.4656, -15.3014, -2.8815], [-3.1047, -15.9306, -1.2060], [-2.3738, -15.9934, -2.8079], [-2.6881, -19.3803, -8.4209], [-3.6751, -19.0168, -7.8816], [-2.4931, -20.6369, -8.7739], [-1.5930, -18.5739, -8.5376], [-3.3431, -21.1774, -8.8474], [-1.6535, -21.0393, -9.1653], [-0.6917, -18.8672, -8.8865], [-1.8804, -17.6754, -8.1768], [-1.5848, -22.1688, -5.1423], [-0.4126, -21.9651, -5.2096], [-2.3123, -21.9341, -4.1074], [-2.3071, -22.6561, -6.0185], [-3.3076, -22.0281, -4.2512], [-1.7199, -21.7273, -3.3160], [-1.9032, -23.0492, -6.8566], [-3.2255, -22.8966, -5.6737]], "nbo_charge": [0.7572, -0.6969, -0.8182, -0.8607, 0.4200, 0.3935, 0.4151, 0.3861, 0.7513, -0.6825, -0.8451, -0.8318, 0.4125, 0.3880, 0.4341, 0.3909, 0.7592, -0.7467, -0.8033, -0.7841, 0.4117, 0.4120, 0.4016, 0.4003, 0.7583, -0.7053, -0.8213, -0.8520, 0.4113, 0.4099, 0.3547, 0.4352, 0.7143, -0.1067, -0.7117, -0.7058, 0.4477, 0.4361, 0.4325, 0.4400, 0.7795, -0.7044, -0.8432, -0.8973, 0.3908, 0.4304, 0.4008, 0.4366, 0.7403, -0.7147, -0.8411, -0.7698, 0.3931, 0.4023, 0.4226, 0.3726]}

ii | {"formula": "C7H28N14O7", "method": "wB97M-V/def2-TZVPD", "charge": 1, "orbital_gap_ev": [8.702, 2.942], "s_squared": 0.762, "spin_multiplicity": 2, "species": ["C", "O", "N", "N", "H", "H", "H", "H", "C", "O", "N", "N", "H", "H", "H", "H", "C", "O", "N", "N", "H", "H", "H", "H", "C", "O", "N", "N", "H", "H", "H", "H", "C", "O", "N", "N", "H", "H", "H", "H", "C", "O", "N", "N", "H", "H", "H", "H", "C", "O", "N", "N", "H", "H", "H", "H"], "xyz": [[2.0866, -16.8302, -5.6464], [2.6342, -15.8325, -5.2614], [1.5555, -16.9380, -6.8241], [2.2934, -17.9502, -5.0317], [1.4285, -16.0881, -7.3549], [1.8606, -17.7155, -7.3921], [2.9234, -18.1182, -4.2603], [1.6336, -18.6099, -5.4186], [4.6494, -25.8739, -0.7112], [5.4366, -25.6280, 0.1121], [4.2742, -25.0138, -1.6670], [4.2800, -27.0430, -1.0215], [3.7370, -25.4154, -2.4222], [4.7305, -24.1128, -1.6584], [4.7691, -27.7486, -0.4894], [3.3913, -27.2220, -1.4667], [6.1117, -21.5899, -1.6990], [5.3220, -22.5187, -1.8106], [5.8395, -20.3371, -1.7945], [7.3781, -21.7569, -1.8979], [4.8911, -20.0682, -2.0144], [6.4429, -19.5282, -1.8355], [7.8291, -22.6279, -1.6571], [7.8912, -20.9045, -1.7241], [2.1541, -20.7328, -2.6350], [2.9697, -19.8729, -2.4185], [0.9642, -20.4517, -3.1676], [2.2340, -21.9929, -2.3279], [0.3750, -21.0843, -3.6898], [0.8573, -19.4605, -3.0057], [1.6750, -22.7402, -2.7142], [3.0468, -22.2976, -1.8117], [-0.7905, -20.1767, -5.8109], [0.4607, -20.2161, -5.8275], [-1.4246, -21.1845, -6.3239], [-1.4928, -19.1820, -5.3099], [-0.9010, -21.9553, -6.7136], [-2.4276, -21.2134, -6.4389], [-1.0373, -18.3870, -4.8849], [-2.5018, -19.2272, -5.3119], [-0.8965, -22.5691, -0.9018], [-0.4461, -23.3969, -1.6315], [-2.1394, -22.3843, -0.5777], [-0.1900, -21.7677, -0.1745], [-2.8688, -22.8936, -1.0558], [-2.3444, -21.7261, 0.1605], [0.8139, -21.8734, -0.1414], [-0.6560, -21.2305, 0.5426], [2.6960, -20.0760, 1.6277], [2.4704, -18.9454, 1.7986], [2.8390, -20.7402, 0.5376], [2.5789, -21.0064, 2.5187], [3.0631, -21.7243, 0.5750], [2.9273, -20.2747, -0.3544], [2.4482, -20.7012, 3.4726], [2.4693, -21.9614, 2.2085]], "nbo_charge": [0.7242, -0.6305, -0.8456, -0.8415, 0.4112, 0.3946, 0.4269, 0.4011, 0.7459, -0.6470, -0.8929, -0.8274, 0.3706, 0.4363, 0.4081, 0.3850, 0.7777, -0.7484, -0.8184, -0.7791, 0.4133, 0.4043, 0.4114, 0.3760, 0.7050, -0.6183, -0.4318, -0.6599, 0.4536, 0.4447, 0.4465, 0.4569, 0.7462, -0.6954, -0.7852, -0.8014, 0.4286, 0.4035, 0.4245, 0.4090, 0.7444, -0.6933, -0.8123, -0.8259, 0.4133, 0.3898, 0.4043, 0.3914, 0.7414, -0.6212, -0.8530, -0.8274, 0.3830, 0.3953, 0.4093, 0.3784]}

Which structure is most stable, and how do the rest compare? From most to least stable: i, ii.